Record 1
A molecular structure, C70H71BiN3OP2S2 in a non-equilibrium geometry. Source: the OMol25 dataset; level of theory: the ωB97M-V functional and the def2-TZVPD basis.

```
! wB97M-V def2-TZVPD RIJCOSX def2/J DEFGRID3
* xyz 1 1
H 4.26 6.35 -0.06
C -3.52 0.65 -1.05
P 1.51 -0.82 2.08
C 0.95 -1.49 -2.66
H -1.80 0.22 -5.28
H -2.70 -4.55 0.32
H -1.78 -3.38 -3.39
N 1.50 4.47 0.37
H -0.90 8.21 -1.34
C 1.13 -0.12 -2.36
C 3.08 -1.88 5.76
H 2.31 5.47 -1.29
H 1.81 -1.40 -6.99
C 2.26 5.57 -0.21
H 5.08 3.09 -1.60
H 7.62 -1.19 -0.81
H 0.32 6.04 -1.53
H -5.66 0.95 -0.99
S 0.97 0.61 -0.68
C -5.07 -3.35 -2.68
S -0.31 3.11 1.69
C -1.38 -5.86 1.36
C 2.84 -1.22 4.57
C -2.67 -3.23 -2.81
C 1.49 -3.56 5.15
C 0.18 4.31 0.59
H 1.43 -3.40 0.41
H -4.06 0.65 -4.91
C -0.66 6.08 -1.07
H 3.63 5.70 1.45
C 3.52 -0.03 0.23
C -5.54 0.80 1.51
C 2.72 0.94 -0.42
C -1.29 -2.10 4.54
H 0.16 -7.00 2.33
C -5.02 -2.83 -1.39
H -0.78 1.15 -4.17
C -4.79 0.82 -1.61
C 3.66 5.55 0.37
H 7.52 1.72 -0.36
C 4.88 0.07 -0.06
H 4.15 4.60 0.16
C 5.83 -0.88 0.35
C 3.27 2.04 -1.00
H -7.11 0.46 -3.02
H -4.29 -1.15 3.43
P -1.02 -2.30 -0.67
C -2.45 0.50 -1.94
H -0.22 0.51 3.79
C 2.69 1.78 2.64
C 0.38 -3.81 -2.42
H 6.08 -2.73 1.43
Bi -1.48 -0.21 1.16
H 3.77 -2.73 2.24
H 3.04 -3.81 -5.81
H -3.93 -3.94 -4.38
O 0.32 1.93 -0.94
H 0.95 -4.48 5.37
H -1.68 4.84 0.29
C -6.38 1.09 -3.52
H -0.26 7.75 0.25
C -3.48 1.70 2.57
C 1.53 0.77 -3.33
C 1.05 -4.19 -3.60
C 4.05 -1.96 1.54
H -0.31 -2.85 2.74
C -0.68 -3.80 0.33
H -1.38 5.81 -1.84
H 2.03 3.78 0.88
H -0.90 -0.60 -4.00
H -4.68 3.55 1.37
C -4.34 2.86 0.60
C -0.07 -6.11 1.76
H -5.04 2.89 -0.23
H 2.61 2.81 -1.39
H -1.97 7.51 -0.12
H 3.56 3.63 3.27
C 0.27 -2.51 -1.95
C 5.40 -1.95 1.10
H -2.16 -6.57 1.60
C 1.24 -2.89 3.96
C 1.63 0.89 2.77
C 0.94 -5.22 1.41
C 2.13 -3.21 -5.78
H -3.27 0.78 3.10
C -3.91 0.65 -3.84
H 1.73 4.17 4.84
H -6.43 0.90 -4.59
H -0.11 -4.61 -1.87
C -1.16 -2.40 3.23
C -2.64 0.48 -3.32
C 1.90 -1.71 3.66
H -5.94 -2.66 -0.84
H 0.52 -3.31 3.26
H 1.77 6.51 0.03
C 1.92 0.38 -4.62
H -4.14 2.29 3.20
C -4.17 1.46 1.22
H 1.09 -5.23 -3.89
C 1.48 -1.86 -3.92
H -0.16 2.58 5.11
C 2.72 2.96 3.37
C 2.40 -3.06 6.06
C 0.64 -4.07 0.70
H 1.43 -3.66 -6.49
H -6.03 -3.60 -3.13
C -1.68 -4.72 0.64
C -2.38 -1.94 2.51
H 2.59 -3.58 6.99
C -4.99 0.84 -2.98
C -3.81 -2.50 -0.82
H 3.44 -1.53 -6.35
H -6.67 2.13 -3.35
H 1.96 -5.43 1.68
C 0.60 1.21 3.66
H -2.56 2.28 2.44
H 2.21 1.12 -5.35
H -5.50 0.24 2.44
H 3.53 1.55 1.99
H 3.39 -0.31 4.35
C -1.46 0.30 -4.25
C 4.68 2.19 -1.14
C 2.39 -1.72 -6.12
H 7.90 -0.35 0.70
C 5.47 1.15 -0.74
H -0.55 -2.27 5.31
C 6.96 0.91 -0.84
H -6.31 1.56 1.63
H 1.54 1.82 -3.08
C -3.90 -3.54 -3.38
C 7.20 -0.45 -0.13
C -0.96 7.47 -0.54
H -2.99 -1.23 5.73
C 1.96 -0.96 -4.89
H -5.84 0.12 0.73
C 3.13 -0.99 1.19
H -3.80 -2.06 0.16
H -2.81 -2.64 1.80
C -2.61 -2.71 -1.51
H 3.81 -1.48 6.46
H -1.42 0.47 -1.57
H 7.28 0.88 -1.89
N -0.75 5.06 -0.03
N -3.31 0.61 0.34
C 1.70 3.25 4.26
C 1.54 -3.19 -4.39
C -2.61 -1.53 4.76
C -3.27 -1.47 3.59
C 0.63 2.37 4.41
H -3.36 3.20 0.24
*
```

Output
Energy relative to the best compared isomer or geometry (same formula, charge and spin) (kcal/mol): 67.99
Largest force on an atom (eV Å⁻¹): 3.216



Record 2
A molecular structure, C71H51BrIIrN3O3PS2 in a non-equilibrium geometry. Source: the OMol25 dataset; level of theory: the ωB97M-V functional and the def2-TZVPD basis.

```
! wB97M-V def2-TZVPD RIJCOSX def2/J DEFGRID3
* xyz 3 6
H -4.06 -3.70 -1.48
H -2.09 -2.30 -1.98
O 0.29 -3.19 0.98
C 2.00 -0.36 4.79
C -1.70 3.58 -0.65
O -0.55 -0.33 1.88
C 0.60 3.83 -1.73
H 8.61 2.54 -0.70
C 4.73 -2.80 1.37
I 0.72 1.89 -2.59
H 1.94 1.41 3.61
C 7.31 -3.86 1.66
H -6.06 0.45 1.88
H -10.36 -1.60 2.64
C 3.34 -3.29 -1.02
H 6.53 3.66 1.48
H 2.03 -4.45 6.86
H -1.36 2.15 1.97
C -0.54 5.72 -0.80
H 8.81 2.89 1.02
C -0.14 -3.45 -4.26
C -4.01 2.22 -2.53
C 7.02 1.80 0.52
C -0.55 4.32 -1.07
H -3.64 3.71 0.24
C -0.41 -4.34 -3.20
H -5.13 0.45 -5.19
H 2.75 -4.36 2.65
C 2.75 -1.66 2.39
H 2.60 6.55 -1.86
C 5.51 -2.51 2.52
H 2.45 -5.62 4.72
C -3.65 -3.07 -0.71
C 4.81 2.41 1.30
C -2.52 -2.28 -0.99
C -4.22 -2.99 0.53
C 2.12 0.34 3.63
H 5.09 -4.27 -1.70
C -2.46 -1.49 1.17
H -3.17 -0.93 -4.61
H 1.75 0.14 5.72
H -4.98 1.11 4.00
C 2.51 -2.42 3.57
C -8.00 -3.06 5.35
C 0.50 -2.79 -1.64
H 2.81 -3.48 -1.94
H 0.16 -4.64 -6.01
H 5.11 -1.86 3.29
H -7.33 -3.46 6.10
C 2.51 -0.30 2.44
C -4.51 0.72 -4.35
H -1.51 -4.19 -5.74
H 1.33 -0.98 -2.45
C 4.62 -3.74 -0.88
C 6.51 0.58 0.08
S 0.93 -2.29 0.02
C 8.47 2.14 0.31
C -2.36 1.73 1.96
C -9.36 -3.07 5.54
C 0.61 6.51 -1.09
C -3.00 1.52 0.80
H 0.68 -1.54 -4.78
C 1.72 5.95 -1.64
H -4.03 -1.02 4.68
H -4.23 3.12 -1.98
C 2.40 -4.54 4.73
H 9.09 1.25 0.40
Ir -0.16 0.11 -0.35
C 5.17 0.27 0.23
H 2.57 4.16 -2.48
H -2.62 1.81 4.09
H -5.12 -3.54 0.78
C -0.48 -3.83 -5.67
H -9.79 -3.51 6.43
C -7.46 -2.54 4.16
C -0.10 -4.01 -1.90
H -1.75 -0.30 -2.68
C -3.41 -0.06 -4.02
C 2.14 -3.88 5.95
C 6.76 -3.04 2.66
C -2.79 5.64 0.06
H -3.66 6.13 0.46
N -6.12 -2.48 4.03
H 8.29 -4.31 1.80
C -3.81 -0.78 3.64
C 2.02 -2.52 5.97
H 7.34 -2.83 3.55
C -2.63 0.29 -2.93
S 2.59 0.88 1.08
H -5.62 2.50 -3.90
C 3.38 -2.35 1.23
C 5.33 -3.55 0.32
C -2.36 -0.31 3.43
C -1.67 6.36 -0.26
O 2.14 0.14 -0.18
C 6.15 2.71 1.13
H -1.63 7.43 -0.10
H -0.85 -5.30 -3.43
C -2.93 1.41 -2.16
H -0.36 -2.99 -6.35
H 7.17 -0.13 -0.40
C -3.66 -2.13 1.50
C -4.38 1.03 0.77
C 0.45 -2.22 -3.97
C 0.78 -1.89 -2.66
C 2.18 -1.76 4.79
H 4.78 -0.67 -0.15
N -5.45 -2.47 2.98
C -9.69 -2.01 3.38
C -8.33 -2.02 3.17
C -4.34 0.66 3.24
C -1.70 -0.73 2.15
P -1.94 1.75 -0.68
C 6.63 -4.08 0.50
C 2.58 -3.84 3.58
C -4.79 1.87 -3.62
H -1.68 -0.46 4.27
H 4.15 3.12 1.78
C -2.87 1.18 3.24
C -10.21 -2.54 4.57
C -4.31 -1.88 2.76
H -7.91 -1.63 2.25
C 4.33 1.18 0.86
C 1.71 4.59 -1.99
H -4.89 1.00 -0.18
C -5.01 0.71 1.90
H 1.81 -2.00 6.90
C 2.71 -2.64 0.06
C -2.78 4.26 -0.10
H 7.05 -4.68 -0.30
Br -12.07 -2.54 4.84
H 0.57 7.57 -0.88
N -1.93 -1.54 -0.08
H -0.31 -4.68 -1.08
*
```

Output
Energy relative to the best compared isomer or geometry (same formula, charge and spin) (kcal/mol): 0.00
Largest force on an atom (eV Å⁻¹): 2.039



Record 3
11 unconnected molecules or ions with the total composition C71H59FO24 in a non-equilibrium geometry. Source: the OMol25 dataset; level of theory: the ωB97M-V functional and the def2-TZVPD basis.

```
! wB97M-V def2-TZVPD RIJCOSX def2/J DEFGRID3
* xyz 0 1
H -4.89 1.39 5.11
H 2.67 0.37 -1.41
O -3.43 3.05 6.47
O -6.28 -3.80 -1.07
C -3.02 3.41 -10.38
C -1.44 2.43 -8.78
C -4.78 2.40 3.25
H -5.26 6.64 -4.64
H 0.01 -1.19 -0.01
C -3.29 4.25 -1.97
O -3.60 3.33 -11.43
H -3.11 3.22 -0.13
C -1.10 8.49 2.36
H 4.31 -9.97 7.59
C -3.21 -2.06 -1.39
C 2.71 5.78 -1.57
H 1.49 6.34 -3.30
C 2.85 -6.39 8.36
H -5.22 -1.43 -1.18
H -6.18 -5.05 3.39
H -7.47 6.94 -5.78
O -3.30 5.15 -4.17
C 7.51 -6.99 4.96
H 6.49 -3.16 0.38
H -9.40 7.42 -1.90
H -4.59 -5.75 -1.24
C -5.46 -8.42 3.15
H -3.80 -9.25 1.99
H -2.13 -5.39 -1.49
C -4.24 3.57 2.51
C -6.07 6.86 -2.62
H -3.02 5.38 2.68
C -3.67 3.20 5.29
C -1.63 3.58 -7.87
C -3.84 -7.13 1.84
C -2.96 4.25 -3.43
H 5.80 -3.28 -1.59
H -0.75 1.66 -8.43
O 6.13 -4.21 2.31
H 5.80 -8.19 4.30
H 1.67 9.02 -0.40
H 4.14 -4.78 -1.55
H 0.91 6.71 0.12
H -1.10 10.59 2.59
O -5.86 -9.50 3.54
C 2.93 3.38 -1.12
H -3.85 5.09 -1.58
H -2.52 5.06 5.11
H 3.28 2.52 -0.56
O 4.51 -5.57 6.91
C -4.15 -4.76 -1.29
C 6.29 -7.23 4.15
C 0.51 7.58 0.63
C -0.53 7.32 1.65
C 3.02 -5.27 0.23
H -2.69 5.48 -7.62
O 7.91 -7.81 5.76
C -4.28 -8.31 2.27
C 3.95 -8.97 7.76
H 1.96 -3.38 -1.15
O 2.97 6.93 -1.26
H 3.90 -1.95 0.69
H 4.95 -6.49 2.69
C -2.57 4.65 -8.30
H -2.76 -1.07 -1.44
O 3.39 -2.40 -2.18
O 2.94 0.28 -0.48
O 0.71 11.11 0.81
C -5.70 -5.98 3.12
O -1.05 3.66 -6.81
H 6.42 -2.34 -2.91
H -7.20 7.12 -0.76
H 5.35 -7.98 6.51
C -6.14 -7.16 3.55
H 4.70 -4.03 -0.04
C -2.08 2.34 -9.94
H -2.98 -7.03 1.19
H 7.73 -1.26 -1.47
H -1.86 8.27 3.11
H 9.08 -5.53 5.38
O 2.83 -5.23 1.38
O -4.48 3.73 1.32
C 6.54 -5.03 3.10
C 2.14 -0.77 0.07
C 2.90 -2.10 0.27
C 0.81 -0.93 -0.71
H 0.56 0.06 -1.12
C 6.24 -0.02 -0.60
H 7.01 0.47 0.02
O -5.00 6.71 -2.07
C 4.00 -6.53 7.44
C 0.91 8.81 0.34
O -4.12 -4.80 1.84
C -2.19 3.09 -3.96
C -8.60 7.21 -3.92
C 2.80 -8.82 8.69
H 8.14 -2.54 0.31
C 7.75 -4.78 3.91
C -3.21 4.57 -9.47
H -1.95 1.51 -10.62
H 8.24 -3.83 3.76
C 7.08 -2.24 0.32
C -2.13 2.09 -1.73
C 2.08 3.09 -2.30
C 0.34 9.98 1.06
C 1.85 5.49 -2.74
H 0.95 3.99 -3.95
O -9.67 7.35 -4.47
C -7.36 6.97 -4.70
H 3.84 4.88 0.07
C -2.90 3.24 -1.19
H 1.87 -0.43 1.09
C -3.40 4.54 3.25
C 6.76 -1.42 -0.97
O 4.46 -0.65 -2.92
H -1.24 1.25 -3.54
C 8.20 -5.69 4.78
C 2.30 -7.45 8.94
C -4.52 -5.87 2.23
O 1.82 1.94 -2.61
C -1.81 2.09 -3.17
H -1.95 3.12 -5.02
C -5.09 -3.62 -1.19
H 2.50 -5.38 8.54
H -5.38 1.71 2.68
C -0.70 9.72 2.09
O -1.76 1.18 -1.02
C 3.22 4.64 -0.78
C 5.88 -2.25 -1.96
C -7.31 7.09 -1.84
H -3.90 5.33 -9.81
F 2.51 -6.32 -0.50
H 0.89 -1.64 -1.53
C 4.53 -1.67 -2.34
H -7.00 -7.26 4.19
O -0.89 6.19 1.92
C -6.18 6.81 -4.10
C -4.52 -2.25 -1.26
C -2.27 -3.20 -1.49
C 2.98 -3.02 -0.96
H 5.32 -0.04 -0.01
C -8.48 7.25 -2.44
O -1.08 -3.02 -1.61
C 1.56 4.23 -3.09
H 1.46 -7.37 9.63
O 2.30 -9.79 9.22
H 6.95 -1.60 1.20
C 5.84 -6.33 3.28
C -2.84 -4.57 -1.43
H 6.07 0.60 -1.49
C 3.80 -4.31 -0.61
C 4.51 -7.90 7.18
C -4.51 2.23 4.54
H 2.33 -2.67 1.02
C -3.14 4.37 4.54
*
```

Output
DFT total energy (eV): -126429.89835
Largest force on an atom (eV Å⁻¹): 1.899